{
  "formula": "C24H20ClMoNPSe",
  "method": "ωB97M-V/def2-TZVPD",
  "species": ["C", "C", "C", "H", "C", "C", "H", "H", "H", "H", "Mo", "Cl", "P", "C", "C", "H", "C", "H", "C", "H", "C", "H", "C", "H", "C", "C", "H", "C", "H", "C", "H", "C", "H", "C", "H", "C", "C", "H", "C", "H", "C", "H", "C", "H", "C", "H", "Se", "C", "N"],
  "xyz": [[-0.24, 1.90, 1.19], [0.47, 2.13, -0.02], [-0.39, 1.84, -1.12], [1.49, 2.49, -0.07], [-1.64, 1.42, -0.59], [-1.53, 1.61, 0.71], [-2.45, 1.25, 1.41], [0.14, 1.94, 2.18], [-0.15, 1.94, -2.16], [-2.47, 1.06, -1.16], [0.00, -0.01, 0.00], [-1.40, -1.83, -0.56], [1.58, -0.83, -1.44], [1.21, -0.46, -3.20], [2.18, 0.01, -4.08], [3.19, 0.20, -3.73], [1.87, 0.23, -5.42], [2.63, 0.60, -6.09], [0.59, -0.03, -5.88], [0.35, 0.14, -6.93], [-0.38, -0.51, -5.01], [-1.38, -0.72, -5.37], [-0.07, -0.72, -3.67], [-0.82, -1.10, -3.00], [3.21, -0.07, -1.13], [3.39, 1.30, -1.29], [2.59, 1.91, -1.70], [4.60, 1.90, -0.96], [4.73, 2.96, -1.11], [5.64, 1.12, -0.45], [6.58, 1.59, -0.19], [5.46, -0.24, -0.28], [6.26, -0.85, 0.12], [4.25, -0.84, -0.61], [4.11, -1.90, -0.47], [1.93, -2.62, -1.47], [2.46, -3.20, -2.62], [2.62, -2.60, -3.51], [2.78, -4.55, -2.65], [3.19, -4.98, -3.55], [2.57, -5.34, -1.52], [2.82, -6.39, -1.54], [2.04, -4.77, -0.37], [1.87, -5.37, 0.50], [1.72, -3.42, -0.34], [1.30, -2.98, 0.55], [-3.49, 1.19, 3.47], [-2.27, 0.70, 2.42], [-1.34, 0.31, 1.46]],
  "mulliken_charge": [-0.84, -0.44, -0.57, 0.72, -0.70, 0.52, -0.06, 0.53, 0.72, 0.46, -0.02, -0.35, 2.20, 0.33, -0.17, 0.46, -0.71, 0.44, -0.55, 0.40, -0.74, 0.44, -0.46, 0.32, 0.33, -0.42, 0.98, -1.08, 0.43, -0.59, 0.40, -0.69, 0.44, -0.70, 0.38, 0.12, -0.06, 0.37, -0.76, 0.43, -0.50, 0.40, -0.75, 0.42, -0.30, 0.31, 0.06, 0.26, -0.40],
  "total_charge": 1,
  "e_homo_ev": [-11.3597, -10.6884],
  "gap_ev": [6.8833, 6.2433],
  "multiplicity": 3,
  "e_above_lowest_kj_mol": 782.20
}



{
  "formula": "C22H26N2O6",
  "method": "ωB97M-V/def2-TZVPD",
  "species": ["C", "C", "H", "H", "O", "C", "C", "C", "C", "C", "C", "O", "C", "C", "H", "H", "H", "H", "H", "H", "C", "O", "N", "C", "O", "N", "H", "C", "H", "H", "C", "C", "C", "C", "C", "C", "C", "H", "O", "C", "H", "H", "H", "O", "C", "H", "H", "H", "H", "H", "H", "H", "H", "H", "H", "H"],
  "xyz": [[5.17, 3.16, -1.20], [4.61, 1.85, -0.68], [5.23, 1.01, -1.02], [4.58, 1.85, 0.41], [3.29, 1.73, -1.20], [2.50, 0.66, -0.96], [1.26, 0.73, -1.58], [0.31, -0.27, -1.44], [0.61, -1.38, -0.64], [1.85, -1.45, 0.00], [2.80, -0.46, -0.15], [4.03, -0.51, 0.46], [4.36, -1.64, 1.24], [5.78, -1.44, 1.75], [6.08, -2.29, 2.35], [6.47, -1.35, 0.91], [5.84, -0.54, 2.34], [3.67, -1.74, 2.09], [4.30, -2.55, 0.63], [2.03, -2.33, 0.60], [-0.39, -2.42, -0.42], [-0.22, -3.39, 0.29], [-1.60, -2.22, -1.08], [-1.90, -1.15, -1.91], [-2.96, -1.04, -2.49], [-0.91, -0.22, -2.05], [-1.14, 0.58, -2.63], [-2.69, -3.12, -0.74], [-3.44, -3.02, -1.53], [-2.30, -4.14, -0.72], [-3.28, -2.74, 0.63], [-3.56, -1.26, 0.65], [-4.75, -0.75, 0.17], [-4.93, 0.62, 0.07], [-3.93, 1.50, 0.43], [-2.72, 0.99, 0.94], [-2.56, -0.38, 1.05], [-1.63, -0.79, 1.44], [-1.77, 1.91, 1.28], [-0.57, 1.46, 1.85], [0.00, 2.36, 2.07], [0.00, 0.83, 1.16], [-0.75, 0.91, 2.78], [-4.00, 2.86, 0.35], [-5.17, 3.43, -0.17], [-5.37, 3.10, -1.20], [-6.04, 3.20, 0.46], [-5.01, 4.51, -0.17], [-5.87, 1.00, -0.31], [-5.54, -1.41, -0.14], [-2.57, -3.00, 1.40], [-4.20, -3.31, 0.78], [1.05, 1.60, -2.19], [6.18, 3.31, -0.82], [5.19, 3.16, -2.28], [4.54, 3.99, -0.87]],
  "mulliken_charge": [-1.45, -0.12, 0.30, 0.29, -0.48, 0.23, -0.68, 0.04, -0.26, -0.75, 1.53, -0.36, -0.38, -1.43, 0.44, 0.31, 0.31, 0.37, 0.39, 0.59, 0.40, -0.71, 0.10, 0.27, -0.63, 0.02, 0.25, -1.14, 0.54, 0.42, -1.23, -0.35, -1.00, -0.53, 0.94, 0.67, 0.10, 0.55, -0.43, -0.65, 0.27, 0.11, 0.37, -0.42, -0.98, 0.38, 0.37, 0.24, 0.38, 0.39, 0.38, 0.51, 0.42, 0.42, 0.33, 0.33],
  "total_charge": 0,
  "e_homo_ev": -7.7761,
  "gap_ev": 8.3597,
  "e_above_lowest_kj_mol": 29.34
}